[1]
8
Properties=species:S:1:pos:R:3:forces:R:3:lowdin_charge:R:1 method="wB97M-V/def2-TZVPD" homo_energy_ha=-0.3214 homo_lumo_gap_ev=6.63 e_lumo_ev=-2.12
C -0.1334 0.0968 1.7120 -1.177 2.122 -5.025 -0.061
N 0.7051 -0.8402 1.6983 1.433 -2.089 0.328 -0.237
N 1.3995 -1.7266 1.8102 -0.029 0.218 -0.328 0.188
O 0.0020 1.4220 -2.0417 0.294 -0.147 0.204 -0.603
S -1.3782 -0.2639 -3.8505 0.962 -0.028 0.671 0.221
S 0.0562 0.1019 -2.6466 -1.261 0.146 -0.851 0.378
H -0.3486 0.6842 0.7094 0.511 -1.526 2.287 0.098
H -0.3026 0.5257 2.6088 -0.732 1.304 2.714 0.017

[2]
8
Properties=species:S:1:pos:R:3:forces:R:3:lowdin_charge:R:1 method="wB97M-V/def2-TZVPD" homo_energy_ha=-0.3059 homo_lumo_gap_ev=6.73 e_lumo_ev=-1.60
C -0.2955 0.5383 0.5513 1.017 -0.376 0.928 -1.287
N 0.2528 -1.2628 -1.5441 -0.577 1.077 2.440 0.126
N -0.1302 -0.7411 0.1956 0.016 -0.405 -1.247 -0.083
O 0.4292 -2.3650 -1.5122 0.215 -0.786 -0.394 0.114
S -0.3131 1.1141 2.1421 -0.195 -0.742 -1.111 0.505
S -0.2129 1.6990 -0.8007 -0.832 -1.578 -1.099 0.718
H 0.0289 -1.4914 0.9028 -0.283 0.914 -0.621 0.107
H 0.2408 2.5089 0.0651 0.639 1.895 1.103 -0.200

[3]
7
Properties=species:S:1:pos:R:3:forces:R:3:lowdin_charge:R:1 method="wB97M-V/def2-TZVPD" homo_energy_ha=-0.3629 homo_lumo_gap_ev=8.27 e_lumo_ev=-1.61
C -1.2976 -1.7063 -0.7186 0.500 4.446 1.643 -0.407
N -1.4067 -2.8015 -1.0077 -0.184 -1.861 -0.580 -0.053
N 0.5289 0.7887 0.2370 -0.249 0.361 -0.662 -0.824
P 2.0796 0.6687 0.0690 -0.363 0.224 0.106 0.750
P -1.0663 0.5221 -0.1720 1.721 -1.738 -1.723 0.795
H 2.6047 2.0167 0.4625 -0.719 -0.770 -0.079 -0.138
H -1.4426 0.5116 1.1298 -0.705 -0.663 1.295 -0.123

[4]
7
Properties=species:S:1:pos:R:3:forces:R:3:lowdin_charge:R:1 method="wB97M-V/def2-TZVPD" homo_energy_ha=-0.3622 homo_lumo_gap_ev=9.13 e_lumo_ev=-0.73
N 0.1523 4.1002 -0.8333 -0.477 0.616 -0.116 0.079
C 0.9200 3.2695 -0.6432 0.147 -0.196 -0.203 -0.831
S 2.0181 2.0295 -0.4090 -0.366 -0.680 1.554 0.556
S 0.8970 1.1388 1.3643 0.729 0.014 -1.675 0.561
N 0.1315 -0.1409 0.6633 -0.034 0.030 0.155 -0.441
H 0.6876 -0.9506 0.4222 0.002 0.144 0.112 0.036
H -0.5900 0.0584 -0.0173 -0.001 0.072 0.172 0.041

[5]
9
Properties=species:S:1:pos:R:3:forces:R:3:lowdin_charge:R:1 method="wB97M-V/def2-TZVPD" homo_energy_ha="-0.3061 / -0.3390" homo_lumo_gap_ev="5.12 / 7.52" e_lumo_ev="-3.21 / -1.71"
C -2.2569 -0.1229 0.3452 1.478 -1.742 -1.249 -1.343
N -1.0151 -0.7485 -0.0791 -1.875 -0.317 0.196 -0.198
N 0.1465 -0.0471 -0.1317 1.482 1.279 -1.055 -1.045
S -3.6537 -1.0710 0.2164 0.908 1.256 0.305 0.627
S -2.2275 1.4717 0.8486 -0.794 -0.388 0.053 0.678
S 0.8165 0.1079 -1.6455 0.216 0.074 0.413 0.586
S 0.6738 0.9097 1.2145 -1.967 -0.876 0.832 0.753
H -0.9809 -1.3220 -0.9638 -0.897 0.486 1.404 0.104
H 1.8206 1.1677 0.6947 1.448 0.227 -0.900 -0.163

[6]
6
Properties=species:S:1:pos:R:3:forces:R:3:lowdin_charge:R:1 method="wB97M-V/def2-TZVPD" homo_energy_ha=-0.7146 homo_lumo_gap_ev=13.98 charge=+1 e_lumo_ev=-5.47
C 0.0767 0.4672 0.5683 0.494 1.147 0.957 0.190
N -0.8253 -0.5336 -1.3341 -0.675 -1.363 -1.959 0.023
N -1.3026 -1.1080 -2.1312 0.200 0.203 0.288 0.166
N 1.0515 0.2832 1.1106 -0.588 -0.130 -0.014 0.365
H -0.8021 0.7486 0.0318 -0.098 0.323 0.515 0.091
H 1.8019 0.1425 1.7545 0.667 -0.181 0.212 0.165

[7]
6
Properties=species:S:1:pos:R:3:forces:R:3:lowdin_charge:R:1 method="wB97M-V/def2-TZVPD" homo_energy_ha="-0.6800 / -0.6218" homo_lumo_gap_ev="11.23 / 7.36" charge=+1 e_lumo_ev="-7.27 / -9.56"
C -0.2865 1.1720 -0.0571 0.008 -4.207 -1.984 0.430
N 0.6101 -2.1794 0.6847 0.864 -1.779 1.842 0.410
N -0.1595 -0.6498 -0.8526 -1.397 6.505 -0.674 0.245
N 0.2291 -1.3769 0.0308 0.199 -0.374 0.350 -0.178
H -0.4324 1.9819 -0.7348 -0.124 0.007 -0.846 0.061
H 0.0391 1.0522 0.9290 0.450 -0.151 1.312 0.033

[8]
7
Properties=species:S:1:pos:R:3:forces:R:3:lowdin_charge:R:1 method="wB97M-V/def2-TZVPD" homo_energy_ha=-0.3846 homo_lumo_gap_ev=8.89 e_lumo_ev=-1.57
C 0.5896 0.9694 0.0502 1.659 0.348 0.742 -0.442
N 1.0218 -0.2832 -0.0162 0.202 -1.308 0.059 -0.228
N -0.7064 1.2263 0.0877 -3.494 -3.692 0.368 -0.034
N -1.5026 -0.0827 0.0798 2.133 3.413 -0.409 -0.254
P -0.3406 -1.2449 0.1971 1.225 2.039 -0.531 0.827
H 1.3397 1.8671 0.2233 -1.683 -1.981 -0.740 0.142
H -0.4014 -2.4521 -0.6218 -0.042 1.181 0.511 -0.011

[9]
8
Properties=species:S:1:pos:R:3:forces:R:3:lowdin_charge:R:1 method="wB97M-V/def2-TZVPD" homo_energy_ha="-0.5266 / -0.5266" homo_lumo_gap_ev="7.32 / 7.32" charge=+1 e_lumo_ev="-7.00 / -7.01"
S -2.3280 -1.4992 -1.0384 0.335 0.036 0.038 0.905
N -1.0676 -0.7515 -0.4809 2.513 -0.456 -0.265 -0.836
N -0.9966 0.1131 0.4934 -3.899 0.613 0.459 0.007
C 0.0950 0.7154 0.6786 3.251 -0.482 0.082 -0.178
N 1.1738 0.1684 0.0951 -0.578 -0.252 -0.856 -0.258
S 0.7744 -1.0431 -1.0002 -1.385 0.018 0.183 1.070
H 0.3710 1.5491 1.2951 -0.981 0.385 0.523 0.163
H 1.9780 0.7477 -0.0428 0.744 0.138 -0.163 0.126

[10]
7
Properties=species:S:1:pos:R:3:forces:R:3:lowdin_charge:R:1 method="wB97M-V/def2-TZVPD" homo_energy_ha=-0.4023 homo_lumo_gap_ev=11.59 e_lumo_ev=0.64
C 0.2057 -0.6240 -0.3522 0.803 -5.815 -1.331 -0.283
N 1.2647 0.0720 -0.5830 -0.210 0.914 -0.109 0.031
N 0.9247 1.2652 -0.0664 0.148 1.607 0.549 -0.059
N -0.2430 1.2633 0.4829 0.893 0.233 -0.333 0.001
N -0.6984 0.0147 0.2878 -2.243 1.896 1.842 0.012
H 0.0865 -1.7163 -0.5497 0.252 1.208 -0.053 0.135
H -1.5402 -0.2748 0.7806 0.357 -0.043 -0.564 0.163

[11]
8
Properties=species:S:1:pos:R:3:forces:R:3:lowdin_charge:R:1 method="wB97M-V/def2-TZVPD" homo_energy_ha=-0.3976 homo_lumo_gap_ev=11.37 e_lumo_ev=0.55
O 1.3599 -0.2087 0.9976 2.443 -0.549 1.752 0.104
N 0.3825 0.0469 0.1932 -3.078 0.645 -1.875 -0.245
C -0.5072 -0.8112 -0.2728 -0.149 -0.864 -0.562 -0.145
N -1.3967 -0.1795 -1.0036 0.606 0.596 0.293 0.023
N -1.0332 1.1088 -0.9270 0.236 0.504 0.312 -0.046
N 0.0336 1.2637 -0.1875 -0.291 0.208 -0.469 0.056
H 1.5929 0.6413 1.3891 0.179 0.217 0.189 0.135
H -0.4318 -1.8612 -0.1889 0.055 -0.758 0.360 0.118

[12]
8
Properties=species:S:1:pos:R:3:forces:R:3:lowdin_charge:R:1 method="wB97M-V/def2-TZVPD" homo_energy_ha=-0.3780 homo_lumo_gap_ev=10.10 e_lumo_ev=-0.19
H 2.3854 -1.9967 0.1170 -0.029 -0.236 0.201 0.058
N 1.6520 -1.3297 -0.1268 0.300 0.080 0.439 0.062
N 1.4589 -0.6441 0.8901 0.114 -0.551 -0.351 -0.082
N 0.5823 0.3670 0.5851 -0.039 0.289 -0.771 0.080
C -0.3876 0.2536 -0.1503 0.231 0.162 -0.033 -0.202
N -1.4018 0.3414 -0.8577 0.544 0.340 0.360 0.055
O -2.2326 1.1973 -0.0311 -0.897 -0.035 0.222 -0.061
H -2.6988 0.6005 0.5688 -0.224 -0.050 -0.066 0.090

Results for max |F|: 0.1085; 0.0531; 0.0927; 0.0355; 0.0506; 0.0482; 0.1300; 0.0991; 0.0773; 0.1171; 0.0712; 0.0180 (in hartree/bohr, following the order of the records).
Results for calculated total energy: -1020.3224; -1020.3019; -831.4180; -945.1636; -1741.4134; -203.2489; -203.0084; -544.8184; -999.5625; -258.2772; -333.4573; -333.3735 (in Ha, following the order of the records).
Results for ΔE to the lowest compared entry with this formula, charge and spin: 1.902; 2.461; 2.921; 0.000; 2.708; 0.488; 7.034; 1.368; 0.050; 1.865; 2.463; 4.744 (in eV, following the order of the records).